1.
C11H14MgN2O2 | the ωB97M-V functional and the def2-TZVPD basis

Geometry as ORCA input:
```
! RIJCOSX wB97M-V def2-TZVPD def2/J DEFGRID3
* xyz -2 1
C 1.69632 -1.97302 -1.60113
C 1.42790 -0.94308 -2.55511
C 0.01316 -0.72850 -2.60216
C -0.59619 -1.64322 -1.68484
C 0.44366 -2.40709 -1.05745
Mg 0.66452 -0.26777 -0.39656
N 1.94258 -0.30529 1.07444
C 2.31841 0.98418 0.63943
C 2.10007 1.33743 -0.86556
H -0.51449 -0.07832 -3.29574
H 2.16454 -0.48276 -3.20961
H -1.65883 -1.83178 -1.59545
H 0.29663 -3.24758 -0.39024
H 2.66134 -2.44172 -1.43200
H 2.93839 1.23563 -1.56421
H 3.38451 0.96993 0.72662
H 1.87640 -0.72305 2.02098
H 1.51235 2.21418 -1.19032
H 1.90185 1.85946 1.12118
O -1.89146 -1.77434 1.02722
C -1.94083 -0.54697 1.16411
C -2.95787 0.20977 2.02140
C -2.50095 1.66273 1.98170
C -1.24671 1.66208 1.09927
O -0.49179 2.61973 0.91172
N -1.10674 0.38690 0.57443
H -3.94696 0.10051 1.55276
H -2.97620 -0.19177 3.04405
H -3.25767 2.29928 1.49957
H -2.25594 2.04445 2.98150
*
```



2.
C11H14N2 | the ωB97M-V functional and the def2-TZVPD basis

Computed properties:
energy relative to the best compared isomer or geometry (same formula, charge and spin)	272.01	kJ/mol
SMILES string	C[C@@H]1CN=CN(C)c2ccccc21

Geometry as ORCA input:
```
! RIJCOSX wB97M-V def2-TZVPD def2/J DEFGRID3
* xyz 0 1
C 1.78686 2.26482 -0.87266
C 0.65837 1.44629 -0.19307
C 0.77987 1.70662 1.31015
N -0.51745 1.60717 1.93931
C -1.41608 0.88045 1.51803
N -1.56296 -0.23487 0.69913
C -2.88054 -0.75509 0.55470
C -0.51885 -0.79936 -0.01588
C -0.40920 -2.23667 -0.17051
C 0.60642 -2.85518 -0.89680
C 1.65260 -2.04518 -1.39672
C 1.50839 -0.72875 -1.26361
C 0.52820 -0.04246 -0.51884
H 2.02467 3.04863 -0.23718
H 1.41006 2.60262 -1.79133
H 2.59526 1.69972 -1.03895
H -0.32746 1.75033 -0.38785
H 0.98187 2.67548 1.76267
H 1.39836 0.93632 1.73220
H -2.52302 1.12615 1.99466
H -3.58465 0.02369 0.10269
H -2.98946 -1.76128 -0.00136
H -3.48156 -1.00066 1.43347
H -1.22890 -2.71860 0.37133
H 0.77967 -3.90752 -1.08642
H 2.44050 -2.44938 -1.86408
H 2.28904 -0.23327 -1.68308
*
```



Sequential Kohn-Sham gap output: 3.729 8.927 eV
Sequential energy output: -887.564426 -536.966445 a.u.